Here is one molecule with the formula C2H4N2OS2 from the Open Molecules 2025 dataset. Energies are from the ωB97M-V functional and the def2-TZVPD basis.

Results
SMILES ... NC(=S)N(S)C=O
Highest occupied orbital energy ... -8.9 eV
Kohn-Sham gap ... 0.336 hartree
E ... -1059.725155 a.u.
LUMO energy ... 0.27 eV

Geometry as ORCA input:
```
! RIJCOSX wB97M-V def2-TZVPD def2/J DEFGRID3
* xyz 0 1
C 0.622 -0.243 -0.774
C 0.019 0.518 1.523
H -0.868 -0.820 -2.070
H 0.749 -0.760 -2.747
H -2.296 -0.071 1.318
H 1.102 0.694 1.554
N 0.135 -0.722 -1.924
N -0.309 -0.060 0.302
O -0.793 0.809 2.369
S 2.304 -0.041 -0.625
S -1.990 -0.064 -0.010
*
```

Results of the Mulliken charge analysis, in e, for atoms 1 through 8: atom 1 (C): 0.50, atom 2 (C): 0.19, atom 3 (H): 0.17, atom 4 (H): 0.24, atom 5 (H): 0.19, atom 6 (H): 0.26, atom 7 (N): -0.39, atom 8 (N): 0.00

---

Here is a 10-piece molecular cluster, C48H49N10O19 overall from the Open Molecules 2025 dataset. Energies are from the ωB97M-V functional and the def2-TZVPD basis.

Results
Highest occupied orbital energy ... -7.4 eV
Kohn-Sham gap ... 0.271 hartree
E ... -3833.809992 a.u.
LUMO energy ... -0.03 eV

Geometry as ORCA input:
```
! RIJCOSX wB97M-V def2-TZVPD def2/J DEFGRID3
* xyz -1 1
N 0.066 0.602 -0.274
O 0.813 1.621 -0.590
O -1.066 0.484 -0.542
O 0.564 -0.385 0.363
C 1.779 -1.446 4.485
C 1.585 -1.741 3.041
C 1.127 -3.032 2.514
C 0.824 -4.171 3.468
C 1.176 -4.005 4.922
C 1.531 -2.534 5.334
N 0.326 -5.450 2.944
O -0.110 -6.299 3.850
O 0.498 -5.807 1.778
H 2.118 -0.484 4.884
H 1.649 -0.867 2.405
H 0.811 -3.288 1.416
H 1.016 -4.593 5.822
H 1.798 -2.145 6.334
C -2.207 2.901 3.252
C -1.710 4.005 4.293
C -0.832 5.189 3.822
C -0.214 5.109 2.396
C -0.777 3.987 1.455
C -1.723 2.971 1.966
N 0.826 5.993 1.946
O 1.347 6.865 2.883
O 1.195 6.011 0.811
H -2.962 2.203 3.605
H -2.051 4.019 5.199
H -0.274 5.871 4.409
H -0.383 3.748 0.418
H -2.255 2.188 1.271
C 0.275 3.276 -3.518
C 0.595 3.880 -4.942
C -0.541 4.013 -5.985
C -1.975 3.753 -5.545
C -2.280 3.187 -4.083
C -0.985 3.037 -3.081
N -3.112 4.040 -6.511
O -2.776 4.397 -7.626
O -4.265 3.999 -6.069
H 1.153 3.314 -2.764
H 1.648 4.123 -5.269
H -0.468 4.506 -7.022
H -3.407 3.024 -3.629
H -1.173 2.926 -2.225
C 2.705 -3.742 -0.561
C 1.407 -3.389 -1.264
C 0.552 -4.613 -1.847
C 0.745 -6.006 -1.205
C 2.089 -6.243 -0.521
C 3.003 -5.014 -0.267
N -0.174 -7.056 -1.531
O -1.326 -6.649 -2.118
O 0.221 -8.183 -1.369
H 3.295 -2.895 -0.186
H 0.836 -2.537 -1.270
H -0.598 -4.391 -2.263
H 2.325 -7.170 -0.311
H 4.108 -5.046 0.190
C 3.788 -0.472 -0.324
C 3.406 -0.440 -1.718
C 4.474 -0.419 -2.785
C 5.996 -0.447 -2.402
C 6.297 -0.513 -0.889
C 5.107 -0.525 0.212
N 7.095 -0.533 -3.209
O 6.819 -0.719 -4.495
O 8.332 -0.578 -2.695
H 3.054 -0.292 0.524
H 2.371 -0.552 -2.066
H 4.274 -0.221 -3.926
H 7.253 -0.638 -0.678
H 5.239 -0.629 1.383
C -5.449 1.507 -1.164
C -4.570 0.477 -1.685
C -5.164 -0.915 -1.942
C -6.717 -1.154 -1.467
C -7.527 0.043 -1.146
C -6.826 1.404 -0.888
N -7.353 -2.450 -1.676
O -8.515 -2.573 -1.325
O -6.724 -3.359 -2.091
H -5.040 2.564 -1.095
H -3.555 0.577 -1.844
H -4.591 -1.906 -2.049
H -8.668 -0.196 -1.068
H -7.371 2.257 -0.536
C 4.144 2.629 1.614
C 2.961 2.042 2.189
C 2.506 2.613 3.698
C 3.412 3.717 4.467
C 4.621 4.188 3.564
C 4.985 3.559 2.232
N 3.101 4.119 5.807
O 1.905 3.794 6.326
O 3.759 5.015 6.261
H 4.395 2.471 0.595
H 2.213 1.401 1.620
H 1.746 2.227 4.323
H 5.312 4.809 4.138
H 6.072 3.750 1.780
C 0.635 -0.563 -4.052
O 1.739 -0.501 -4.661
N -0.255 -1.662 -4.061
C -1.491 -1.508 -3.203
C 0.045 -2.857 -4.958
H 0.138 0.203 -3.775
H -1.059 -1.603 -2.088
H -2.208 -2.311 -3.173
H -2.047 -0.630 -3.326
H -0.706 -3.449 -5.110
H 0.794 -3.386 -4.612
H 0.372 -2.688 -5.923
C -3.579 -0.285 1.655
O -4.664 0.373 1.523
N -3.314 -0.822 2.815
C -2.149 -1.634 2.897
C -4.147 -0.600 4.060
H -2.844 -0.415 0.742
H -1.470 -1.362 3.789
H -1.443 -1.785 2.206
H -2.464 -2.770 3.192
H -3.697 0.192 4.856
H -3.903 -1.313 4.740
H -5.243 -0.328 3.822
*
```

Results of the Mulliken charge analysis, in e, for atoms 1 through 8: atom 1 (N): 0.27, atom 2 (O): -0.63, atom 3 (O): -0.31, atom 4 (O): -0.08, atom 5 (C): -0.63, atom 6 (C): -0.01, atom 7 (C): -0.03, atom 8 (C): 0.19

---

Here is C33H60N6O5P2Si2TeY as an isolated structure from the Open Molecules 2025 dataset. Energies are from the ωB97M-V functional and the def2-TZVPD basis.

Results
Highest occupied orbital energy ... -14.3 eV
Kohn-Sham gap ... 0.225 hartree
E ... -3565.525501 a.u.
LUMO energy ... -8.23 eV

Geometry as ORCA input:
```
! RIJCOSX wB97M-V def2-TZVPD def2/J DEFGRID3
* xyz 3 1
Y -1.479 -0.592 -0.557
O -3.954 6.838 0.050
C -3.344 5.993 -0.807
O -3.742 5.907 -1.922
C -2.274 5.130 -0.337
C -2.456 4.513 0.900
C -1.890 3.402 1.543
C -1.062 2.459 0.933
C -0.403 2.762 -0.297
C -1.132 4.994 -1.315
N -1.170 1.096 1.317
C -1.085 0.797 2.577
C -1.336 -0.587 2.827
C -1.236 -1.047 4.103
C -1.466 -2.384 4.370
C -1.905 -3.131 3.290
C -1.967 -2.625 2.018
N -1.621 -1.373 1.758
H -3.411 6.999 0.854
H -3.384 4.828 1.318
H -2.382 2.994 2.412
H -0.172 2.285 -2.332
H -1.710 4.931 -3.293
H -0.829 1.452 3.411
H -1.016 -0.345 4.900
H -1.295 -2.826 5.358
H -2.113 -4.186 3.429
H -2.313 -3.266 1.190
C 1.874 -3.182 -1.246
P 0.060 -2.986 -1.458
C -0.682 -4.416 -0.556
C -0.211 -3.452 -3.276
C -1.493 -2.786 -3.867
P -1.322 -0.948 -3.696
C -2.840 -0.189 -4.462
C -0.007 -0.587 -4.923
H 2.200 -4.195 -1.581
H 2.069 -3.141 -0.200
H 2.436 -2.408 -1.776
H -0.456 -5.305 -1.169
H -1.723 -4.281 -0.450
H -0.271 -4.513 0.487
H -0.243 -4.510 -3.337
H 0.699 -3.126 -3.781
H -2.348 -3.124 -3.305
H -1.634 -3.076 -4.873
H -3.045 -0.683 -5.392
H -2.680 0.860 -4.609
H -3.617 -0.379 -3.740
H -0.320 -0.850 -5.941
H 0.939 -1.198 -4.737
H 0.279 0.440 -4.852
C -0.541 6.297 -1.858
N -1.487 4.245 -2.578
C -2.546 3.257 -2.512
C -2.036 2.088 -1.691
O -2.815 1.325 -1.098
N -0.644 1.928 -1.458
C -0.198 4.132 -0.466
N 0.602 4.721 0.390
H -1.209 6.890 -2.519
H 0.389 6.011 -2.376
H -0.243 7.055 -1.083
H -2.727 2.865 -3.518
H -3.570 3.572 -2.182
H 1.157 4.197 1.058
H 0.777 5.728 0.394
N -6.406 -3.365 -1.620
C -5.312 -2.364 -1.972
C -4.140 -2.539 -0.956
O -4.265 -3.492 -0.216
O -3.188 -1.715 -1.083
H -7.181 -3.279 -2.272
H -6.710 -3.271 -0.642
H -5.946 -4.259 -1.612
H -5.798 -1.377 -2.004
H -4.934 -2.584 -2.952
C 4.758 -2.255 3.767
Si 3.911 -3.180 2.420
C 4.716 -3.216 0.755
C 3.528 -4.910 3.047
C 2.180 -2.315 2.236
Te 1.774 -0.341 1.400
C 3.737 0.386 0.907
Si 4.356 1.852 1.814
C 3.151 3.188 1.236
C 6.183 1.941 1.551
C 3.963 1.721 3.654
H 5.698 -2.695 4.086
H 4.110 -2.144 4.671
H 4.970 -1.241 3.412
H 4.162 -3.967 0.163
H 5.734 -3.631 0.748
H 4.713 -2.222 0.261
H 4.467 -5.417 3.323
H 3.018 -5.629 2.313
H 2.992 -4.952 3.994
H 1.812 -2.261 3.269
H 1.498 -2.998 1.719
H 3.788 0.419 -0.153
H 4.277 -0.563 1.234
H 3.154 3.268 0.172
H 3.314 4.149 1.729
H 2.179 2.766 1.632
H 6.476 1.556 0.547
H 6.749 1.447 2.335
H 6.507 3.006 1.574
H 2.931 2.088 3.780
H 4.616 2.362 4.167
H 4.032 0.736 4.106
*
```

Results of the Mulliken charge analysis, in e, for atoms 1 through 8: atom 1 (Y): 1.04, atom 2 (O): -0.52, atom 3 (C): 0.27, atom 4 (O): -0.50, atom 5 (C): 0.02, atom 6 (C): -0.50, atom 7 (C): -1.44, atom 8 (C): 0.63

---

Here is C43H35F2GeMnNSSi as an isolated structure from the Open Molecules 2025 dataset. Energies are from the ωB97M-V functional and the def2-TZVPD basis.

Results
Highest occupied orbital energy (alpha / beta) ... -11.4 / -11.4 eV
Kohn-Sham gap (alpha / beta) ... 0.312 / 0.312 hartree
E ... -5829.334349 a.u.
LUMO energy (alpha / beta) ... -2.90 / -2.90 eV

Geometry as ORCA input:
```
! RIJCOSX wB97M-V def2-TZVPD def2/J DEFGRID3
* xyz 1 1
Mn -1.775 -0.386 0.842
S -0.293 -1.050 2.532
C -1.200 -2.465 1.942
C -1.450 -3.594 2.702
C -2.202 -4.604 2.127
C -2.681 -4.435 0.832
C -2.438 -3.253 0.165
N -1.721 -2.269 0.720
H -1.063 -3.666 3.708
H -2.408 -5.510 2.680
H -3.269 -5.204 0.352
H -2.830 -3.049 -0.823
F -2.787 0.717 2.051
C -3.606 -0.126 1.210
F -4.023 -1.147 2.031
H -4.475 0.443 0.896
C 3.827 2.060 4.541
C 4.546 0.916 4.226
C 3.951 -0.103 3.499
C 2.628 0.011 3.067
C 1.920 1.173 3.383
C 2.510 2.187 4.121
Si 1.891 -1.290 1.949
C 2.452 -3.055 2.178
C 1.843 -3.982 3.022
C 2.362 -5.259 3.171
C 3.512 -5.623 2.486
C 4.130 -4.712 1.639
C 3.603 -3.441 1.482
C 2.205 -0.864 0.161
C 3.132 0.130 -0.150
C 3.640 0.244 -1.435
C 3.231 -0.641 -2.418
C 2.265 -1.601 -2.136
C 1.754 -1.710 -0.855
H 4.290 2.853 5.112
H 5.574 0.819 4.549
H 4.517 -0.997 3.263
H 0.897 1.298 3.044
H 1.944 3.077 4.367
H 0.960 -3.701 3.583
H 1.874 -5.964 3.831
H 3.929 -6.613 2.614
H 5.026 -4.993 1.101
H 4.088 -2.741 0.810
H 3.483 0.802 0.624
H 4.368 1.012 -1.662
H 3.675 -0.589 -3.405
H 1.929 -2.281 -2.909
H 1.035 -2.492 -0.633
C -1.610 0.262 -0.666
Ge -1.670 1.754 -2.010
C -3.371 2.416 -1.269
C -3.428 3.569 -0.492
C -4.619 3.949 0.112
C -5.759 3.174 -0.050
C -5.713 2.026 -0.830
C -4.524 1.649 -1.437
C -1.813 1.327 -3.917
C -3.017 1.580 -4.569
C -3.151 1.303 -5.921
C -2.089 0.760 -6.629
C -0.878 0.531 -5.989
C -0.737 0.825 -4.642
C -0.124 2.840 -1.469
C 0.220 2.896 -0.119
C 1.307 3.648 0.298
C 2.056 4.357 -0.632
C 1.712 4.319 -1.974
C 0.624 3.565 -2.392
H -2.539 4.177 -0.368
H -4.660 4.856 0.701
H -6.685 3.469 0.426
H -6.605 1.426 -0.967
H -4.491 0.757 -2.055
H -3.849 2.007 -4.021
H -4.083 1.522 -6.425
H -2.202 0.521 -7.678
H -0.041 0.132 -6.548
H 0.211 0.679 -4.152
H -0.370 2.337 0.598
H 1.576 3.683 1.346
H 2.912 4.935 -0.306
H 2.287 4.884 -2.696
H 0.360 3.531 -3.443
*
```

Results of the Mulliken charge analysis, in e, for atoms 1 through 8: atom 1 (Mn): 0.37, atom 2 (S): -0.80, atom 3 (C): 1.19, atom 4 (C): -0.68, atom 5 (C): -0.53, atom 6 (C): -0.77, atom 7 (C): -0.55, atom 8 (N): 0.06

---

Here is C32H37F18O17Zr as an isolated structure from the Open Molecules 2025 dataset. Energies are from the ωB97M-V functional and the def2-TZVPD basis.

Results
Highest occupied orbital energy ... -11.4 eV
Kohn-Sham gap ... 0.205 hartree
E ... -4365.105934 a.u.
LUMO energy ... -5.83 eV

Geometry as ORCA input:
```
! RIJCOSX wB97M-V def2-TZVPD def2/J DEFGRID3
* xyz 1 1
Zr -2.439 0.998 2.970
C -0.574 4.468 4.796
C -1.135 3.532 3.920
C -2.106 3.983 2.758
O -2.721 2.990 2.234
C -2.348 5.335 2.589
C -1.734 6.231 3.484
C -0.794 5.822 4.573
O -0.218 6.627 5.313
O -1.961 7.427 3.264
O -1.227 2.259 4.060
H 0.034 4.056 5.588
H -2.921 5.688 1.746
C 0.613 -0.799 0.481
C -0.267 0.415 0.291
O -1.087 0.710 1.381
H 1.481 -0.497 1.070
H 0.991 -1.197 -0.462
H 0.092 -1.632 0.947
H -0.848 0.309 -0.634
H 0.331 1.307 0.077
C -1.303 -5.321 -0.100
C -0.104 -4.620 0.514
O 1.080 -5.326 0.140
C 1.439 -6.441 0.748
O 0.803 -6.983 1.599
C 2.802 -6.974 0.231
F 3.590 -6.005 -0.224
F 3.372 -7.669 1.211
F 2.621 -7.843 -0.765
H -2.215 -4.812 0.226
H -1.395 -6.361 0.205
H -1.312 -5.276 -1.188
H -0.158 -4.586 1.600
H -0.037 -3.628 0.084
C 3.021 5.931 1.822
C 1.611 6.413 1.635
O 1.118 6.073 0.310
C 0.781 4.826 0.051
O 0.687 3.938 0.850
C 0.436 4.540 -1.425
F -0.900 4.494 -1.598
F 0.954 5.406 -2.263
F 0.872 3.308 -1.719
H 3.483 6.393 2.694
H 3.603 6.259 0.961
H 3.022 4.848 1.941
H 1.556 7.500 1.583
H 0.920 6.157 2.439
C -1.721 -3.018 -3.004
C -1.616 -2.084 -4.224
O -2.925 -1.776 -4.701
C -3.363 -2.450 -5.767
O -2.748 -3.240 -6.406
C -4.811 -2.068 -6.153
F -5.349 -1.145 -5.339
F -4.760 -1.539 -7.380
F -5.578 -3.141 -6.200
H -0.770 -3.560 -3.027
H -2.532 -3.730 -3.128
H -1.733 -2.443 -2.080
H -1.011 -2.433 -5.060
H -1.063 -1.209 -3.877
C -4.534 3.935 -1.824
C -4.003 3.131 -0.627
O -4.446 1.762 -0.905
C -4.435 0.912 0.061
O -3.981 1.047 1.182
C -5.072 -0.434 -0.336
F -4.077 -1.251 -0.684
F -5.735 -0.884 0.731
F -5.879 -0.342 -1.364
H -4.095 3.352 -2.643
H -4.010 4.879 -1.947
H -5.607 3.891 -1.978
H -4.389 3.476 0.332
H -2.920 3.226 -0.585
C 2.074 1.495 3.137
C 1.757 0.972 4.545
O 1.651 -0.457 4.531
C 0.530 -1.026 4.219
O -0.498 -0.431 3.970
C 0.646 -2.585 4.279
F 0.920 -3.078 3.051
F 1.640 -2.975 5.062
F -0.519 -3.106 4.646
H 1.177 1.474 2.507
H 2.676 0.808 2.537
H 2.494 2.496 3.128
H 0.931 1.582 4.910
H 2.560 1.194 5.245
C 3.373 -3.100 -2.203
C 3.982 -2.588 -3.528
O 5.265 -3.080 -3.799
C 6.249 -2.627 -3.034
O 6.196 -1.760 -2.215
C 7.585 -3.408 -3.157
F 7.409 -4.534 -3.855
F 8.483 -2.636 -3.770
F 8.047 -3.746 -1.963
H 3.631 -4.159 -2.165
H 2.345 -2.832 -1.966
H 3.868 -2.710 -1.308
H 3.901 -1.497 -3.556
H 3.280 -2.826 -4.327
*
```

Results of the Mulliken charge analysis, in e, for atoms 1 through 8: atom 1 (Zr): 1.92, atom 2 (C): -0.61, atom 3 (C): 0.70, atom 4 (C): 0.23, atom 5 (O): -0.30, atom 6 (C): -0.47, atom 7 (C): 0.16, atom 8 (C): 0.21

---

Here is a 2-piece molecular cluster, C11H9O2 overall from the Open Molecules 2025 dataset. Energies are from the ωB97M-V functional and the def2-TZVPD basis.

Results
Highest occupied orbital energy ... -4.9 eV
Kohn-Sham gap ... 0.300 hartree
E ... -574.905021 a.u.
LUMO energy ... 3.25 eV

Geometry as ORCA input:
```
! RIJCOSX wB97M-V def2-TZVPD def2/J DEFGRID3
* xyz -1 1
C 3.625 -0.456 0.050
C 2.455 -0.637 0.226
C -1.593 1.810 -1.861
C -0.375 2.075 -1.355
C -2.161 0.537 -1.593
C 0.277 1.260 -0.470
C -1.548 -0.287 -0.709
C -0.232 0.003 -0.102
C 0.101 0.012 2.373
C 0.099 -2.291 0.949
C 0.306 -0.782 0.995
O -0.342 -0.734 3.261
O 0.350 1.191 2.368
H 4.569 0.048 -0.146
H -1.899 2.513 -2.678
H -0.023 3.055 -1.538
H -3.141 0.234 -2.085
H 1.243 1.409 -0.192
H -2.158 -1.175 -0.314
H 1.024 -2.737 1.453
H -0.660 -2.560 1.513
H 0.084 -2.487 -0.145
*
```

Results of the Mulliken charge analysis, in e, for atoms 1 through 8: atom 1 (C): -0.20, atom 2 (C): -0.61, atom 3 (C): -0.42, atom 4 (C): -0.61, atom 5 (C): -0.34, atom 6 (C): -0.49, atom 7 (C): -0.44, atom 8 (C): 0.17

---

Here is a 2-piece molecular cluster, CH5N3O overall from the Open Molecules 2025 dataset. Energies are from the ωB97M-V functional and the def2-TZVPD basis.

Results
Highest occupied orbital energy ... -8.9 eV
Kohn-Sham gap ... 0.244 hartree
E ... -280.300493 a.u.
LUMO energy ... -2.21 eV

Geometry as ORCA input:
```
! RIJCOSX wB97M-V def2-TZVPD def2/J DEFGRID3
* xyz 0 1
C 0.026 -0.323 0.314
H 0.748 2.516 1.091
H -0.586 1.835 1.674
H -0.542 -0.720 1.251
H -1.364 -1.435 -0.730
H 0.886 -2.286 -2.705
N 0.527 1.570 1.502
N 0.568 0.787 0.292
N -0.293 -1.258 -0.713
O 0.030 -0.684 -1.976
*
```

Results of the Mulliken charge analysis, in e, for atoms 1 through 8: atom 1 (C): 0.06, atom 2 (H): 0.31, atom 3 (H): 0.26, atom 4 (H): 0.28, atom 5 (H): 0.28, atom 6 (H): 0.23, atom 7 (N): -0.63, atom 8 (N): -0.22